[1]
ORCA calculation (ωB97M-V/def2-TZVPD) on C26H27N5O2SY as an isolated structure.

```
62
Properties=species:S:1:pos:R:3:mulliken_charge:R:1
Y -1.027 0.380 -0.852 1.36
C -0.380 4.755 -2.051 -0.52
O 0.516 3.924 -2.888 -0.39
C 0.218 2.686 -2.627 0.30
N -0.794 2.449 -1.870 -0.17
C -1.416 3.746 -1.516 0.25
C -1.742 3.709 -0.041 0.35
C -2.532 2.647 0.418 -0.92
C -2.891 2.534 1.754 -0.95
C -2.448 3.486 2.660 -0.59
C -1.669 4.544 2.216 -0.74
C -1.318 4.657 0.871 -0.71
C 1.006 1.555 -3.162 0.13
C 1.998 1.627 -4.121 -0.65
C 2.564 0.433 -4.559 -0.46
C 2.113 -0.781 -4.047 -0.64
C 1.120 -0.745 -3.086 0.16
N 0.598 0.396 -2.640 0.04
C 0.445 -1.916 -2.494 0.14
N -0.562 -1.765 -1.704 0.30
C -1.075 -3.121 -1.372 -0.01
C -0.001 -4.041 -1.989 -0.53
O 0.837 -3.122 -2.781 -0.39
C -1.349 -3.214 0.113 0.54
C -0.853 -4.227 0.920 -0.44
C -1.180 -4.270 2.276 -1.06
C -1.982 -3.291 2.842 -0.55
C -2.495 -2.276 2.041 -1.14
C -2.187 -2.253 0.690 -0.82
H -0.801 5.525 -2.687 0.31
H 0.251 5.202 -1.287 0.38
H -2.348 3.838 -2.078 0.42
H -2.992 1.957 -0.298 1.48
H -3.536 1.728 2.082 0.50
H -2.731 3.418 3.701 0.47
H -1.340 5.303 2.914 0.45
H -0.731 5.510 0.554 0.39
H 2.306 2.582 -4.527 0.57
H 3.339 0.447 -5.314 0.51
H 2.511 -1.725 -4.396 0.58
H -2.022 -3.255 -1.901 0.44
H -0.403 -4.784 -2.670 0.31
H 0.660 -4.515 -1.271 0.37
H -0.244 -5.021 0.509 0.41
H -0.817 -5.090 2.883 0.51
H -2.241 -3.335 3.891 0.46
H -3.162 -1.535 2.462 0.48
H -2.710 -1.534 0.054 1.36
C 1.983 -2.497 3.007 -0.96
N 1.158 -1.516 2.281 0.22
C 1.453 -0.272 1.943 0.68
S 0.127 0.791 1.448 -0.26
N 2.645 0.293 2.010 -0.18
C 3.949 -0.239 2.451 -0.95
H 1.362 -3.371 3.174 0.27
H 2.295 -2.109 3.973 0.37
H 2.847 -2.804 2.426 0.36
H 0.172 -1.736 2.224 -0.11
H 2.633 1.276 1.786 0.27
H 3.960 -0.447 3.517 0.33
H 4.688 0.530 2.248 0.36
H 4.225 -1.125 1.889 0.32
```

## Properties
LUMO level = -9.723 eV
M = 562.5 g mol⁻¹
HOMO-LUMO gap = 7.6 eV
Relative energy (zero: lowest compared OMol25 entry of this formula, charge and spin) = 0.0 kcal per mole
Net charge = +3

[2]
ORCA calculation (ωB97M-V/def2-TZVPD) on C13H20NO5S2Sr as an isolated structure in a non-equilibrium geometry.

```
42
Properties=species:S:1:pos:R:3:mulliken_charge:R:1
C 1.552 -1.422 2.167 -1.00
C 2.339 -1.076 0.815 0.86
C 1.852 -2.128 -0.256 -1.32
C 1.869 0.408 0.446 -0.51
C 2.537 0.923 -0.899 1.14
C 3.911 1.678 -0.477 -1.45
C 1.677 2.029 -1.636 -0.80
O 0.721 1.473 -2.519 -0.38
S -0.623 1.003 -1.675 1.11
O -0.397 -0.427 -1.358 -0.52
O -0.840 1.804 -0.456 -0.63
N -1.892 1.223 -2.701 -0.72
S -3.128 0.129 -2.390 1.36
O -2.864 -1.161 -3.022 -0.67
O -4.355 0.762 -2.883 -0.72
C -3.406 -0.186 -0.619 0.07
C -2.959 -1.465 -0.052 -0.09
C -3.156 -1.858 1.331 -0.65
C -3.864 -0.915 2.225 -0.42
C -4.290 0.369 1.682 -0.48
C -4.086 0.759 0.276 -0.38
H 0.522 -0.961 2.122 0.37
H 1.477 -2.521 2.333 0.43
H 2.081 -0.879 3.028 0.04
H 3.459 -1.063 0.962 0.31
H 1.939 -1.778 -1.315 0.34
H 2.540 -3.019 -0.167 0.40
H 0.804 -2.479 -0.064 0.33
H 0.749 0.383 0.441 0.24
H 2.186 1.115 1.282 -0.87
H 2.855 0.105 -1.589 0.35
H 4.519 0.986 0.176 0.31
H 4.468 2.094 -1.347 0.41
H 3.578 2.547 0.205 0.10
H 2.409 2.605 -2.278 0.34
H 1.260 2.794 -0.920 0.34
H -2.455 -2.195 -0.731 0.40
H -2.799 -2.852 1.696 0.40
H -4.055 -1.213 3.287 0.36
H -4.829 1.060 2.366 0.34
H -4.447 1.736 -0.109 0.37
Sr 3.144 1.613 2.623 1.87
```

## Properties
LUMO level = -7.057 eV
M = 422.1 g mol⁻¹
HOMO-LUMO gap = 3.0 eV
Net charge = +1

[3]
ORCA calculation (ωB97M-V/def2-TZVPD) on one molecule with the formula C11H17NO2.

```
31
Properties=species:S:1:pos:R:3:mulliken_charge:R:1
C 2.547 -1.667 -2.248 -0.90
C -1.001 2.250 -2.734 -0.84
C 1.663 -1.311 -1.334 -0.25
C 1.753 0.308 0.583 -1.12
C -1.368 -0.707 0.016 -0.80
C 1.446 0.119 -0.923 0.90
C -1.480 -0.285 1.490 0.64
C -0.136 0.181 2.011 0.36
C 0.116 0.707 -1.365 0.36
C -1.971 -1.473 2.322 -1.55
C 0.010 1.105 2.948 -1.11
N 0.192 1.609 -2.244 -0.57
O 0.940 -0.464 1.440 -0.35
O -1.098 0.370 -0.863 -0.40
H 2.714 -2.698 -2.507 0.30
H 3.138 -0.936 -2.776 0.30
H -1.581 2.699 -1.924 0.26
H -0.694 3.023 -3.436 0.31
H 1.100 -2.069 -0.806 0.11
H 2.782 -0.028 0.755 0.42
H 1.679 1.373 0.830 0.44
H -0.625 -1.500 -0.074 0.10
H -2.337 -1.099 -0.314 0.46
H 2.178 0.732 -1.458 0.44
H -2.195 0.539 1.573 0.42
H -2.081 -1.175 3.361 0.40
H -1.249 -2.286 2.272 0.35
H -2.929 -1.831 1.954 0.40
H -1.648 1.534 -3.247 0.28
H 0.980 1.403 3.307 0.35
H -0.846 1.579 3.391 0.31
```

## Properties
LUMO level = 0.910 eV
M = 195.3 g mol⁻¹
HOMO-LUMO gap = 10.1 eV
Relative energy (zero: lowest compared OMol25 entry of this formula, charge and spin) = 60.2 kcal per mole
Net charge = 0

[4]
ORCA calculation (ωB97M-V/def2-TZVPD) on a 8-piece molecular cluster, C12H18Cl12O5 overall in a non-equilibrium geometry.

```
47
Properties=species:S:1:pos:R:3:mulliken_charge:R:1
C 17.149 -26.740 -7.360 -1.02
C 17.696 -26.241 -6.262 0.46
C 19.064 -26.664 -5.811 0.98
O 19.524 -26.256 -4.774 -0.62
C 19.767 -27.618 -6.674 -0.78
C 19.203 -28.111 -7.771 0.47
C 17.784 -27.805 -8.152 0.55
O 17.239 -28.341 -9.087 -0.52
O 19.874 -28.912 -8.596 -0.59
O 17.119 -25.288 -5.527 -0.55
H 16.151 -26.444 -7.665 0.51
H 20.805 -27.845 -6.470 0.40
H 19.240 -29.303 -9.223 0.36
H 17.625 -25.229 -4.692 0.34
O 20.384 -24.409 -8.472 -0.57
H 19.487 -24.293 -8.819 0.24
H 20.763 -23.521 -8.466 0.28
C 15.659 -28.705 -12.857 0.17
Cl 16.603 -29.843 -11.909 -0.13
Cl 16.704 -27.734 -13.936 -0.16
H 14.940 -29.240 -13.461 0.35
H 15.188 -27.994 -12.193 -0.21
C 15.728 -22.092 -14.030 0.35
Cl 15.564 -23.348 -15.270 -0.16
Cl 17.366 -22.097 -13.306 -0.12
H 15.602 -21.147 -14.532 0.36
H 15.047 -22.312 -13.224 -0.39
C 15.977 -24.480 -11.074 0.69
Cl 17.136 -24.253 -9.722 -0.08
Cl 14.908 -25.832 -10.790 -0.18
H 15.406 -23.567 -11.169 -0.34
H 16.602 -24.643 -11.944 -0.09
C 14.597 -22.763 -7.591 0.32
Cl 12.881 -22.913 -7.278 -0.16
Cl 14.971 -21.532 -8.815 -0.15
H 15.138 -22.507 -6.688 0.31
H 15.012 -23.694 -7.962 -0.31
C 19.566 -25.781 -12.656 -0.42
Cl 20.162 -24.255 -12.006 -0.14
Cl 19.180 -26.936 -11.397 0.04
H 18.701 -25.581 -13.285 0.13
H 20.319 -26.193 -13.323 0.39
C 11.429 -22.763 -12.184 -0.33
Cl 13.052 -22.275 -11.587 -0.10
Cl 10.920 -24.283 -11.454 -0.14
H 10.817 -21.928 -11.876 0.29
H 11.414 -22.933 -13.250 0.27
```

## Properties
LUMO level = -1.116 eV
M = 667.7 g mol⁻¹
HOMO-LUMO gap = 8.3 eV
Relative energy (zero: lowest compared OMol25 entry of this formula, charge and spin) = 0.0 kcal per mole
Net charge = 0

[5]
ORCA calculation (ωB97M-V/def2-TZVPD) on C23H10Br4CoN5O4 as an isolated structure.

```
47
Properties=species:S:1:pos:R:3:mulliken_spin:R:1
Co 0.072 0.158 -0.050 0.95
O -6.686 2.408 -2.057 0.00
C -6.627 1.761 -0.875 0.00
O -7.629 1.594 -0.239 0.00
C -5.285 1.255 -0.429 0.00
C -4.092 1.529 -1.084 0.02
C -2.896 1.015 -0.611 0.04
C -2.878 0.224 0.525 -0.07
C -4.070 -0.048 1.192 0.00
C -5.259 0.467 0.717 0.00
N -1.596 -0.266 0.934 -0.01
C -1.457 -1.053 1.921 0.01
C -0.106 -1.535 2.282 -0.02
C 0.110 -2.383 3.350 0.00
C 1.417 -2.785 3.607 0.00
C 2.433 -2.326 2.792 0.00
C 2.120 -1.470 1.737 -0.01
N 0.877 -1.091 1.500 0.04
H -5.820 2.434 -2.476 0.00
H -4.047 2.154 -1.968 0.00
H -1.968 1.221 -1.128 0.05
H -4.091 -0.654 2.087 0.00
H -6.192 0.268 1.226 0.00
H -2.297 -1.401 2.517 0.00
H -0.718 -2.718 3.962 0.00
H 1.632 -3.448 4.434 0.00
H 3.460 -2.619 2.959 0.00
H 2.872 -1.075 1.063 0.00
Br 2.173 -4.453 -4.585 0.00
C 2.063 -2.922 -3.477 0.00
C 3.121 -2.037 -3.378 0.00
Br 4.721 -2.329 -4.344 0.00
C 3.010 -0.907 -2.547 0.00
Br 4.413 0.340 -2.331 0.00
C 1.854 -0.655 -1.823 -0.01
O 1.687 0.379 -1.027 0.02
C 0.770 -1.575 -1.921 0.01
O -0.295 -1.298 -1.194 -0.01
C 0.889 -2.684 -2.740 0.00
Br -0.600 -3.849 -2.794 0.00
N 0.279 1.769 0.892 -0.01
C 0.431 2.743 1.494 -0.01
C 0.555 3.926 2.221 0.00
C 1.831 4.428 2.573 0.00
N 2.868 4.843 2.869 0.00
C -0.623 4.583 2.653 0.00
N -1.595 5.101 3.005 0.00
```

## Properties
LUMO level (alpha / beta) = 0.492 / 0.500 eV
M = 798.9 g mol⁻¹
HOMO-LUMO gap (alpha / beta) = 5.2 / 5.3 eV
Relative energy (zero: lowest compared OMol25 entry of this formula, charge and spin) = 7.0 kcal per mole
Net charge = -1
2S+1 = 2

[6]
ORCA calculation (ωB97M-V/def2-TZVPD) on one molecule with the formula C2H3N5O in a non-equilibrium geometry.

```
11
Properties=species:S:1:pos:R:3:mulliken_charge:R:1
C -0.822 0.290 -0.093 -0.31
C 0.559 -0.129 -0.058 0.70
H -3.435 -0.959 0.363 0.39
H -1.070 1.359 -0.096 0.34
H 1.555 1.783 0.197 0.25
N -1.645 -0.633 -0.004 -0.27
N 1.090 -1.312 -0.058 -0.24
N 2.457 -1.123 -0.044 -0.27
N 2.700 0.122 -0.073 -0.34
N 1.551 0.804 -0.023 0.12
O -2.939 -0.202 -0.112 -0.36
```

## Properties
LUMO level = 0.315 eV
M = 113.1 g mol⁻¹
HOMO-LUMO gap = 10.4 eV
Relative energy (zero: lowest compared OMol25 entry of this formula, charge and spin) = 84.5 kcal per mole
Net charge = 0

[7]
ORCA calculation (ωB97M-V/def2-TZVPD) on C3H9N3O as an isolated structure in a non-equilibrium geometry.

```
16
Properties=species:S:1:pos:R:3:mulliken_charge:R:1
C -0.996 -0.328 -0.191 0.50
C 0.942 0.753 1.985 -0.90
C -1.473 -0.060 -1.584 -1.17
N 1.367 -0.066 -1.349 -0.46
O -0.906 -1.651 0.090 -0.49
N 1.682 0.113 -0.142 -0.34
N 0.644 0.311 0.633 0.17
H -0.131 -1.759 0.665 0.38
H 2.216 -0.188 -1.907 0.20
H -1.551 0.237 0.550 0.22
H 0.455 0.092 2.704 0.26
H 0.577 1.776 2.137 0.29
H 2.015 0.760 2.203 0.35
H -1.030 -0.748 -2.303 0.32
H -2.561 -0.207 -1.615 0.36
H -1.249 0.965 -1.877 0.30
```

## Properties
LUMO level = 0.790 eV
M = 103.1 g mol⁻¹
HOMO-LUMO gap = 9.3 eV
Relative energy (zero: lowest compared OMol25 entry of this formula, charge and spin) = 105.7 kcal per mole
Net charge = 0

[8]
ORCA calculation (ωB97M-V/def2-TZVPD) on one molecule with the formula C7H13N3O4S in a non-equilibrium geometry.

```
28
Properties=species:S:1:pos:R:3:mulliken_charge:R:1
C -1.353 -0.064 -1.695 -0.57
C 0.096 -1.170 0.233 0.04
C 0.342 1.290 -0.857 -1.07
C -0.491 0.075 -0.487 1.38
C 1.686 -1.384 2.921 -0.74
C 0.827 2.338 -3.096 -0.98
C 1.960 -1.957 1.553 -0.48
N -0.929 0.654 -2.662 -0.79
N 0.045 1.455 -2.292 0.61
N -2.923 -0.587 0.539 -0.50
O -0.602 -2.129 0.537 -0.66
O -1.186 0.326 2.204 -0.61
O -2.165 1.908 0.494 -0.67
O 1.357 -1.063 0.568 -0.33
S -1.738 0.555 0.839 1.12
H -2.235 -0.670 -1.719 0.59
H 0.136 2.216 -0.256 0.27
H 1.359 0.992 -0.573 0.40
H 2.300 -0.399 2.982 0.24
H 0.526 -1.276 3.003 0.20
H 2.209 -2.083 3.661 0.36
H 0.420 2.029 -4.148 0.30
H 0.516 3.245 -2.780 0.39
H 1.834 2.128 -3.038 0.32
H 1.466 -2.871 1.362 0.37
H 3.014 -1.921 1.118 0.26
H -2.669 -1.469 0.946 0.27
H -3.802 -0.168 0.644 0.25
```

## Properties
LUMO level = 0.639 eV
M = 235.3 g mol⁻¹
HOMO-LUMO gap = 8.7 eV
Relative energy (zero: lowest compared OMol25 entry of this formula, charge and spin) = 106.0 kcal per mole
Net charge = 0